Record 1
C22H30MoN2P2 as an isolated structure in a non-equilibrium geometry. Source: the OMol25 dataset; level of theory: ωB97M-V with the def2-TZVPD basis set.

Cartesian coordinates (Å):
1 C -1.424 -3.604 -2.253
2 C -0.790 -2.417 -1.917
3 C -1.510 -1.169 -2.108
4 C -2.928 -1.158 -2.434
5 C -3.534 -2.424 -2.695
6 C -2.789 -3.596 -2.604
7 C -3.530 0.117 -2.545
8 C -2.834 1.338 -2.380
9 C -1.406 1.224 -2.106
10 C -0.588 2.409 -1.921
11 C -1.164 3.661 -2.109
12 C -2.537 3.764 -2.409
13 C -3.358 2.654 -2.555
14 H -0.868 -4.546 -2.238
15 H -4.584 -2.427 -2.988
16 H -3.269 -4.556 -2.793
17 H -4.562 0.163 -2.859
18 H -0.555 4.566 -2.046
19 H -2.958 4.762 -2.527
20 H -4.411 2.745 -2.836
21 N -0.804 -0.004 -2.176
22 Mo 0.516 0.062 1.131
23 C 0.686 -2.392 -1.515
24 H 1.239 -1.609 -2.056
25 H 1.152 -3.369 -1.721
26 C 0.911 2.261 -1.662
27 H 1.336 1.427 -2.244
28 H 1.415 3.198 -1.945
29 P 0.969 -2.017 0.275
30 P 1.398 1.905 0.103
31 C 1.220 3.531 0.896
32 H 1.305 3.390 1.981
33 H 2.001 4.219 0.544
34 H 0.223 3.928 0.672
35 C 3.210 1.663 -0.025
36 H 3.725 2.633 -0.079
37 H 3.566 1.116 0.858
38 H 3.450 1.067 -0.916
39 C 0.169 -3.432 1.089
40 H 0.736 -4.353 0.898
41 H 0.111 -3.259 2.171
42 H -0.845 -3.543 0.691
43 C 2.754 -2.358 0.511
44 H 3.061 -2.135 1.542
45 H 2.967 -3.416 0.308
46 H 3.358 -1.741 -0.167
47 H -0.819 0.866 1.593
48 H -1.368 -0.025 0.946
49 C 1.177 0.777 5.898
50 C 1.547 -0.517 5.166
51 C 1.419 -0.374 3.817
52 N 1.003 -0.141 2.767
53 H 1.717 1.660 5.527
54 H 1.482 0.594 6.925
55 H 0.099 0.993 5.866
56 H 2.613 -0.751 5.215
57 H 0.904 -1.361 5.439

Computed properties:
E_tot: -1716.03593 Eh
Net charge: +2
2S+1: 3
<S²>: 2.0272
HOMO (alpha / beta): -13.08 / -13.10 eV

Atomic partial charges in e from the Mulliken method, atoms 1 to 2: -0.48 0.31


Record 2
A 2-piece molecular cluster, C4H15N2O overall in a non-equilibrium geometry. Source: the OMol25 dataset; level of theory: ωB97M-V with the def2-TZVPD basis set.

Cartesian coordinates (Å):
1 C -0.246 1.759 1.079
2 N 0.671 1.744 -0.096
3 C 2.059 1.276 -0.240
4 C -1.000 0.390 1.057
5 N -0.661 -0.420 -0.205
6 C -1.789 -0.924 -1.011
7 H -1.111 2.538 1.033
8 H 0.326 1.846 2.041
9 H 0.504 2.518 -0.683
10 H 2.071 0.908 -1.239
11 H 2.312 0.360 0.370
12 H 2.979 1.966 0.003
13 H -2.154 0.526 0.796
14 H -0.640 -0.116 2.054
15 H -0.158 0.398 -0.693
16 H -0.154 -1.319 0.000
17 H -2.311 -0.080 -1.411
18 H -2.597 -1.474 -0.415
19 H -1.446 -1.759 -1.782
20 H 1.690 -3.117 -0.802
21 H 0.608 -3.909 0.278
22 O 1.046 -3.111 -0.134

Computed properties:
Relative energy (zero: lowest compared OMol25 entry of this formula, charge and spin): 70.89 kcal per mole
E_tot: -345.83274 Eh
Net charge: +1
HOMO: -13.45 eV

Atomic partial charges in e from the Mulliken method, atoms 1 to 2: -0.42 -0.43


Record 3
C18H24N4O6Pd as an isolated structure. Source: the OMol25 dataset; level of theory: ωB97M-V with the def2-TZVPD basis set.

Cartesian coordinates (Å):
1 Pd 0.596 0.255 -1.493
2 O 1.140 -5.737 1.930
3 C 1.019 -5.717 0.524
4 C 0.832 -4.301 0.056
5 C 0.604 -4.039 -1.291
6 C 0.459 -2.735 -1.705
7 N 0.517 -1.701 -0.856
8 C 0.725 -1.941 0.446
9 C 0.891 -3.230 0.930
10 C 0.809 -0.751 1.341
11 C 2.019 -0.436 1.934
12 C 2.131 0.761 2.629
13 C 3.465 1.193 3.186
14 O 4.179 0.121 3.779
15 C 0.997 1.551 2.737
16 C -0.184 1.125 2.148
17 N -0.290 0.002 1.442
18 H 1.356 -6.630 2.213
19 H 0.162 -6.313 0.189
20 H 1.915 -6.122 0.039
21 H 0.551 -4.839 -2.018
22 H 0.308 -2.487 -2.747
23 H 1.062 -3.390 1.984
24 H 2.884 -1.070 1.797
25 H 3.325 2.021 3.887
26 H 4.079 1.550 2.357
27 H 3.723 -0.145 4.584
28 H 1.027 2.496 3.265
29 H -1.085 1.721 2.235
30 O 2.191 3.822 -1.435
31 C 1.927 2.651 -1.466
32 O 0.790 2.159 -1.925
33 C 2.926 1.561 -0.951
34 O 3.956 1.868 -0.404
35 O 2.538 0.326 -1.163
36 C -3.315 3.465 -2.516
37 C -3.069 2.214 -1.680
38 C -4.295 1.308 -1.714
39 C -2.738 2.621 -0.239
40 N -1.942 1.533 -2.344
41 N -1.470 0.374 -1.642
42 H -4.155 4.031 -2.112
43 H -3.536 3.195 -3.549
44 H -2.435 4.112 -2.511
45 H -5.158 1.825 -1.292
46 H -4.145 0.399 -1.125
47 H -4.526 1.022 -2.740
48 H -3.546 3.228 0.175
49 H -1.816 3.207 -0.210
50 H -2.623 1.762 0.427
51 H -1.144 2.166 -2.382
52 H -1.894 -0.444 -2.067
53 H -1.741 0.381 -0.656

Computed properties:
Relative energy (zero: lowest compared OMol25 entry of this formula, charge and spin): 0.00 kcal per mole
E_tot: -1498.68209 Eh
Net charge: 0
HOMO: -8.50 eV

Atomic partial charges in e from the Mulliken method, atoms 1 to 2: 0.69 -0.50


Record 4
A single C5H4ClNO molecule in a non-equilibrium geometry. Source: the OMol25 dataset; level of theory: ωB97M-V with the def2-TZVPD basis set.

Cartesian coordinates (Å):
1 C 1.731 0.012 0.012
2 C 0.396 0.185 -0.002
3 C -0.653 -0.842 -0.016
4 C -1.797 -0.108 -0.006
5 C -1.414 1.270 -0.005
6 H 3.287 -1.140 -0.026
7 H 2.330 0.946 -0.042
8 H -0.515 -1.926 0.055
9 H -2.145 2.035 0.048
10 N -0.147 1.470 -0.009
11 O 2.334 -1.202 -0.004
12 Cl -3.408 -0.700 -0.005

Computed properties:
Relative energy (zero: lowest compared OMol25 entry of this formula, charge and spin): 26.56 kcal per mole
E_tot: -783.07444 Eh
Net charge: 0
HOMO: -8.94 eV

Atomic partial charges in e from the Mulliken method, atoms 1 to 2: 0.00 0.30


Record 5
C20H12AuN2O4S as an isolated structure in a non-equilibrium geometry. Source: the OMol25 dataset; level of theory: ωB97M-V with the def2-TZVPD basis set.

Cartesian coordinates (Å):
1 Au -0.346 0.903 0.000
2 S 3.792 2.504 0.000
3 C 3.914 0.773 0.000
4 C 5.076 0.021 0.000
5 C 4.968 -1.357 0.000
6 C 3.708 -1.973 0.000
7 C 2.546 -1.235 0.000
8 C 2.628 0.161 0.000
9 N 1.610 1.057 0.000
10 C 2.056 2.349 0.000
11 C 1.099 3.358 0.000
12 C 1.362 4.748 0.000
13 C 0.309 5.625 0.000
14 C -1.008 5.153 0.000
15 C -1.280 3.778 0.000
16 C -0.245 2.885 0.000
17 H 6.036 0.511 0.000
18 H 5.859 -1.964 0.000
19 H 3.650 -3.051 0.000
20 H 1.578 -1.703 0.000
21 H 2.386 5.086 0.000
22 H 0.496 6.687 0.000
23 H -1.826 5.856 0.000
24 H -2.301 3.432 0.000
25 O -2.314 0.915 0.000
26 C -3.079 -0.106 0.000
27 C -2.754 -1.479 0.000
28 C -3.780 -2.440 0.000
29 C -3.491 -3.794 0.000
30 C -2.171 -4.256 0.000
31 C -1.147 -3.344 0.000
32 C -1.391 -1.946 0.000
33 O -0.373 -1.169 0.000
34 N -4.574 -4.763 0.000
35 O -4.255 -5.927 0.000
36 O -5.701 -4.329 0.000
37 H -4.144 0.138 0.000
38 H -4.812 -2.127 0.000
39 H -1.966 -5.315 0.000
40 H -0.117 -3.661 0.000

Computed properties:
E_tot: -1713.26896 Eh
Net charge: +1
2S+1: 3
<S²>: 2.0506
HOMO (alpha / beta): -9.37 / -12.08 eV

Atomic partial charges in e from the Mulliken method, atoms 1 to 2: 1.16 -0.29